Entry 1:
The following is a DFT calculation (ωB97M-V with the def2-TZVPD basis set) of a molecular structure, C15H40ILaOP2Si2 in a non-equilibrium geometry.

Results
Frontier orbital gap (spin up / spin down), eV: 3.8 / 3.8
Charge: +2
2S+1: 1
HOMO (spin up / spin down), eV: -13.612 / -13.609
F_max, eV/Å: 6.40
Molar mass, g mol⁻¹: 620.41
Energy, hartree: -2261.1269

The geometry in XYZ format:
```
62
Properties=species:S:1:pos:R:3:mulliken_charge:R:1
C -0.2992 0.8007 -4.0787 -1.099
I 1.8920 -0.6737 -3.6862 0.101
H 0.1569 1.4840 -4.8091 0.479
H -0.7963 1.4659 -3.3593 -0.083
H -0.9936 0.0948 -4.5427 0.539
La -0.1809 0.0193 -1.6935 1.704
P 0.8624 2.7846 -1.5096 0.528
C -0.7905 3.5007 -1.9711 -1.328
C 1.5380 4.1963 -0.5568 -1.470
H 1.3177 5.1029 -1.1267 0.539
H 2.0146 4.0955 -3.2032 0.422
H 2.6230 4.1115 -0.4462 0.462
H 2.8974 2.5869 -2.8314 0.359
H -1.5001 3.4360 -1.1355 0.346
H 1.1289 4.3064 0.4472 0.392
C 1.9043 3.0245 -3.0041 -1.114
H -0.6055 4.5454 -2.2314 0.481
H 1.5032 2.5534 -3.9015 0.232
H -1.2726 3.0304 -2.8335 0.568
P 1.3080 -3.0880 -0.8675 0.601
C -0.0851 -3.8029 -1.8122 -1.175
C 2.7567 -3.7642 -1.8041 -1.335
H 2.4462 -4.3453 0.8925 0.450
H 0.9878 -5.2034 0.3452 0.418
H 0.8809 -3.8122 1.4340 0.032
C 1.4117 -4.2174 0.5714 -1.078
H 3.6675 -3.2630 -1.4617 0.369
H 2.8715 -4.8380 -1.6338 0.403
H 0.0279 -4.8875 -1.8691 0.456
H -0.1225 -3.3921 -2.8255 0.422
H 2.6782 -3.5694 -2.8775 0.384
H -1.0492 -3.5626 -1.3541 0.277
C -2.8561 0.0854 -1.3054 0.112
O -3.9713 0.3574 -1.1125 -0.178
C -3.0719 -0.1374 2.1875 -0.908
Si -1.6121 -1.2853 1.8102 -0.296
C -1.0635 -2.0428 3.4471 -1.040
C -2.2981 -2.7380 0.8517 -0.827
C -0.2058 -0.3540 1.0421 0.239
Si 0.2288 1.1934 1.9746 0.091
C 2.0490 1.6578 1.6975 -1.069
C -0.9065 2.6613 1.6113 -0.751
C 0.1243 1.0692 3.8727 -1.291
H -3.9299 -0.7525 2.4977 0.376
H -3.3884 0.4484 1.3142 0.184
H -2.8779 0.5470 3.0211 0.342
H -1.8749 -2.6816 3.8314 0.386
H -0.1705 -2.6712 3.3104 0.241
H -0.8398 -1.2981 4.2213 0.347
H -2.7426 -2.4416 -0.1073 0.262
H -1.5550 -3.5259 0.6850 0.260
H -3.0967 -3.2025 1.4529 0.379
H 0.6787 -1.0017 0.9044 0.062
H 2.2857 2.0845 0.7111 0.237
H 2.3718 2.3889 2.4516 0.322
H 2.6842 0.7740 1.8419 0.373
H -1.9242 2.3396 1.3813 0.242
H -0.9912 3.2977 2.5079 0.435
H -0.5901 3.3192 0.7927 0.049
H -0.8491 0.7356 4.2490 0.383
H 0.8997 0.3978 4.2694 0.340
H 0.3141 2.0560 4.3226 0.415
```

=====

Entry 2:
The following is a DFT calculation (ωB97M-V with the def2-TZVPD basis set) of 3 unconnected molecules or ions with the total composition C15H42BO11P4 in a non-equilibrium geometry.

Results
Frontier orbital gap, eV: 7.7
Charge: +1
2S+1: 1
HOMO, eV: -11.858
F_max, eV/Å: 6.03
Molar mass, g mol⁻¹: 533.20
Energy, hartree: -2814.6021

The geometry in XYZ format:
```
73
Properties=species:S:1:pos:R:3:mulliken_charge:R:1
C -1.7135 1.7734 3.8249 -1.231
C -2.6003 1.6119 2.5810 -0.495
C -1.9188 0.8182 1.4338 -0.513
P -0.3085 1.5494 1.0302 0.030
P 0.8822 0.2537 -0.3143 0.069
O 1.6493 1.1691 -1.1755 -0.384
B -0.5983 3.2183 -0.0436 0.601
O -1.4977 3.1606 -1.0449 -0.422
O 0.1272 4.3063 0.2631 -0.442
H -1.0559 2.6340 3.6891 0.421
H -2.3662 2.0092 4.6612 0.354
H -1.1280 0.8793 4.0356 0.316
H -3.5308 1.1189 2.8451 0.387
H -2.7944 2.6089 2.1798 0.315
H -2.5503 0.9712 0.5555 0.386
H -1.8624 -0.2468 1.6563 0.398
H 0.4840 1.8186 2.1501 0.215
H 1.6773 -0.5756 0.4944 0.168
H -0.0805 -0.5266 -0.9830 0.167
H -1.3804 2.3555 -1.5680 0.323
H 0.1872 4.4275 1.2199 0.328
O 4.1762 1.3649 -6.3031 -0.788
P 2.8999 1.9259 -6.7650 0.884
O 3.1470 3.4393 -7.2561 -0.261
C 3.9617 3.6785 -8.4155 -0.350
C 3.2696 3.2867 -9.7073 -0.939
O 2.0853 2.1971 -5.3802 -0.268
C 2.5549 1.7029 -4.1264 -0.159
C 3.3427 2.7664 -3.3905 -1.067
O 1.6244 1.5302 -7.6125 -0.291
C 0.2726 1.9132 -7.3133 -0.168
C 0.0241 3.4029 -7.2925 -0.906
H 4.9114 3.1488 -8.3089 0.321
H 4.1772 4.7456 -8.4179 0.306
H 3.1233 2.2067 -9.7670 0.271
H 3.8672 3.5946 -10.5651 0.403
H 2.2857 3.7508 -9.7757 0.187
H 3.1416 0.7951 -4.2603 0.356
H 1.6743 1.4315 -3.5449 0.144
H 4.1072 3.2023 -4.0328 0.356
H 3.8195 2.3514 -2.5027 0.344
H 2.6823 3.5790 -3.0805 0.250
H -0.0489 1.4416 -6.3860 0.215
H -0.3240 1.4664 -8.1089 0.352
H 0.5363 3.8914 -6.4661 0.253
H -1.0460 3.5847 -7.1809 0.391
H 0.3647 3.8698 -8.2159 0.182
O -1.3417 -2.1954 4.2778 -0.701
P -1.5330 -3.0817 5.4546 0.910
O -0.3469 -4.1802 5.3735 -0.266
C 1.0118 -3.7796 5.5946 -0.298
C 1.2991 -3.4653 7.0508 -0.951
O -2.8166 -3.9619 4.9854 -0.321
C -3.6324 -3.6146 3.8695 -0.179
C -3.1989 -4.3632 2.6255 -1.123
O -1.8689 -3.1962 6.9920 -0.333
C -2.6752 -4.2290 7.6089 -0.198
C -2.1475 -5.6317 7.4377 -0.904
H 1.2477 -2.9205 4.9595 0.244
H 1.6302 -4.6130 5.2653 0.317
H 0.7566 -2.5764 7.3798 0.268
H 2.3641 -3.2846 7.1970 0.408
H 0.9882 -4.2889 7.6924 0.189
H -3.6306 -2.5371 3.7070 0.178
H -4.6536 -3.8957 4.1316 0.341
H -2.1262 -4.2624 2.4581 0.264
H -3.7313 -3.9959 1.7464 0.378
H -3.4069 -5.4277 2.7335 0.329
H -3.7052 -4.1439 7.2712 0.247
H -2.6772 -3.9765 8.6688 0.348
H -2.1950 -5.9654 6.4035 0.258
H -2.7519 -6.3120 8.0384 0.401
H -1.1099 -5.7041 7.7620 0.186
```

=====

Entry 3:
The following is a DFT calculation (ωB97M-V with the def2-TZVPD basis set) of a molecular structure, C15H43As2CaF12NO17P4 in a non-equilibrium geometry.

Results
Frontier orbital gap, eV: 6.0
2S+1: 1
HOMO, eV: -9.894
F_max, eV/Å: 5.74
Molar mass, g mol⁻¹: 1051.29
Energy, hartree: -9644.5043

The geometry in XYZ format:
```
95
Properties=species:S:1:pos:R:3:mulliken_charge:R:1
Ca -0.0943 -0.8718 0.3376 1.998
As 0.3054 -0.9990 6.2305 2.032
F 0.1857 -0.9092 4.3638 -0.564
F 2.1076 -1.0164 6.1713 -0.486
F 0.3016 -1.0831 8.0189 -0.488
F -1.5000 -1.1036 6.2376 -0.493
F 0.2834 -2.7909 6.1193 -0.481
F 0.2254 0.8585 6.2950 -0.517
As 0.5745 -5.5028 -2.9744 2.031
F -0.9264 -5.3413 -4.0425 -0.515
F -0.3921 -6.4715 -1.7674 -0.491
F 1.9853 -5.6296 -1.8096 -0.506
F 1.4809 -4.4130 -4.1701 -0.522
F 0.0145 -3.9596 -2.1628 -0.545
F 1.0540 -6.9056 -3.8716 -0.450
C -3.6206 -4.4650 2.2096 0.129
O -2.7849 -3.7246 1.6835 -0.659
N -4.7223 -4.8579 1.6131 0.192
C -5.6828 -5.6685 2.2653 -0.956
C -4.9665 -4.6677 0.1223 -0.970
H -3.6062 -4.5862 3.3038 0.305
H -5.4993 -6.7147 2.0206 0.362
H -6.7062 -5.4605 1.9528 0.308
H -5.7263 -5.5879 3.3514 0.308
H -5.8207 -4.1390 -0.3005 0.329
H -4.1116 -4.2221 -0.3863 0.302
H -5.0191 -5.6157 -0.4129 0.358
C 6.0456 -2.7302 -1.5873 -0.676
O 6.2151 -2.7950 -0.2059 -0.317
P 5.4335 -1.6871 0.7624 0.739
O 4.0130 -1.4273 0.3862 -0.417
O 5.7096 -2.1830 2.3365 -0.297
C 5.4104 -3.4591 2.7834 -0.632
O 6.3134 -0.3210 0.5919 -0.226
C 7.6920 -0.3880 0.9374 -0.747
H 5.6171 -1.7918 -1.9392 0.304
H 5.4892 -3.6051 -1.9236 0.281
H 7.0395 -2.7717 -2.0329 0.269
H 6.3733 -3.9034 3.0356 0.242
H 4.8576 -4.0453 2.0493 0.323
H 4.8049 -3.4170 3.6887 0.261
H 8.3404 -0.1509 0.0940 0.280
H 8.0310 -1.3363 1.3546 0.320
H 7.8560 0.3136 1.7554 0.286
C 3.6590 3.8577 3.2057 -0.544
O 3.2952 4.6289 1.9729 -0.340
P 2.5764 4.0818 0.5817 0.768
O 1.5942 2.9585 0.6598 -0.484
O 1.9334 5.4349 -0.0323 -0.288
C 1.0971 5.4408 -1.1227 -0.657
O 3.8284 3.7842 -0.4657 -0.207
C 4.8330 4.7891 -0.6576 -0.699
H 4.7451 3.8544 3.2986 0.251
H 3.2836 2.8663 2.9521 0.291
H 3.0485 4.2419 4.0228 0.235
H 1.5823 4.9891 -1.9880 0.280
H 0.8230 6.4313 -1.4857 0.285
H 0.1316 4.9831 -0.9070 0.259
H 5.6235 4.2637 -1.1934 0.272
H 5.2550 5.2101 0.2550 0.311
H 4.6127 5.6073 -1.3433 0.268
C -3.5308 -0.1885 -5.3514 -0.576
O -2.0928 0.0238 -5.6140 -0.319
P -1.1414 1.0572 -4.7407 0.836
O -0.8753 0.7208 -3.3249 -0.427
O -2.0715 2.3689 -4.7643 -0.301
C -2.1552 3.2143 -5.9513 -0.724
O 0.1753 1.4075 -5.6533 -0.315
C 1.4774 0.8617 -5.4214 -0.593
H -3.4489 -1.0412 -4.6773 0.266
H -4.0431 -0.5000 -6.2617 0.226
H -4.0246 0.6884 -4.9328 0.280
H -1.3917 2.8819 -6.6546 0.330
H -1.9324 4.2730 -5.8192 0.274
H -3.1201 3.0919 -6.4433 0.275
H 2.1783 1.6957 -5.3837 0.242
H 1.7644 0.1785 -6.2207 0.272
H 1.5204 0.4010 -4.4344 0.248
C -5.3152 3.3627 -0.4937 -0.747
O -4.9120 3.4893 0.8325 -0.311
P -4.5021 2.2518 1.7776 0.782
O -3.2106 1.4832 1.4295 -0.397
O -4.3812 2.9295 3.3161 -0.314
C -3.4919 3.9650 3.3513 -0.708
O -5.9197 1.4959 1.9543 -0.279
C -6.0015 0.4633 2.8115 -0.678
H -6.3208 3.7639 -0.6206 0.312
H -5.3398 2.3609 -0.9227 0.307
H -4.8338 4.0233 -1.2148 0.315
H -3.3730 4.3341 4.3700 0.272
H -3.6225 4.7937 2.6554 0.289
H -2.5644 3.4977 3.0203 0.311
H -6.7462 0.8608 3.5011 0.245
H -5.0476 0.3961 3.3346 0.365
H -6.2082 -0.4819 2.3094 0.237
```